# 1
# C13H46N2O10

10 unconnected molecules or ions with the total composition C13H46N2O10 in a non-equilibrium geometry (the ωB97M-V functional and the def2-TZVPD basis, the Open Molecules 2025 dataset).

Values from the calculation:
highest occupied orbital energy: -8.1 eV
SMILES string: NC(N)=O.CCO.CCO.CCO.CO.CO.CO.CO.CO.CO
ΔE to the lowest compared entry with this formula, charge and spin: 516.40 kJ/mol
energy: -1384.62870 a.u.

Geometry as ORCA input:
```
! wB97M-V def2-TZVPD RIJCOSX def2/J DEFGRID3
* xyz 0 1
C 20.26200 -17.88600 -10.50500
C 18.80600 -18.24800 -10.19000
O 18.85900 -19.61500 -9.75900
H 20.55800 -18.49000 -11.43900
H 21.06600 -18.06500 -9.71300
H 20.18700 -16.83300 -10.71600
H 18.15100 -18.08300 -11.02400
H 18.36600 -17.64000 -9.40300
H 18.04900 -20.05700 -10.06900
C 21.91400 -19.78300 -13.87900
C 22.42000 -18.29900 -13.65900
O 21.33600 -17.51300 -13.97800
H 21.95300 -20.13500 -14.92800
H 20.91200 -19.82200 -13.47900
H 22.50200 -20.48900 -13.30300
H 23.18400 -18.06900 -14.40300
H 22.73800 -18.22000 -12.62000
H 21.58100 -16.68100 -13.61400
C 14.67100 -25.98000 -12.64000
C 15.51500 -24.81400 -12.24800
O 15.51400 -23.92800 -13.31000
H 14.63800 -26.71600 -11.86700
H 14.97900 -26.33200 -13.61500
H 13.59800 -25.76200 -12.68900
H 16.52000 -25.16500 -12.00400
H 15.23000 -24.31300 -11.32300
H 15.43700 -23.00200 -13.02100
C 21.64000 -21.92300 -9.96300
O 22.77100 -22.45300 -9.40700
N 21.08900 -20.94800 -9.33600
N 21.01100 -22.38600 -11.04500
H 21.65200 -20.54500 -8.58200
H 20.30100 -20.39100 -9.65300
H 21.42800 -23.12400 -11.57600
H 20.16000 -21.91600 -11.43600
C 18.95300 -24.71300 -10.04000
O 18.59000 -25.53100 -8.95700
H 18.95300 -23.69500 -9.81100
H 18.30800 -24.80100 -10.97900
H 19.99200 -24.92400 -10.26800
H 17.71300 -25.28500 -8.76100
C 18.49800 -22.41700 -13.19800
O 18.92300 -21.45500 -12.33500
H 18.56800 -23.45600 -12.87700
H 19.15400 -22.32700 -14.14600
H 17.47100 -22.15500 -13.40400
H 18.65300 -20.56300 -12.62900
C 19.97500 -19.49500 -16.65000
O 19.68800 -18.22000 -16.01700
H 21.01900 -19.65100 -17.01700
H 19.29400 -19.71400 -17.51400
H 19.73300 -20.24700 -15.86300
H 20.49800 -17.91000 -15.57400
C 17.21500 -19.17400 -14.06100
O 18.50100 -18.97700 -13.56500
H 16.56600 -19.45500 -13.21600
H 17.10000 -19.87800 -14.84600
H 16.71700 -18.29200 -14.39200
H 18.91700 -18.40500 -14.21200
C 16.99600 -22.73800 -16.33100
O 15.93900 -21.93700 -16.03800
H 17.97600 -22.21900 -16.23600
H 16.93000 -23.21800 -17.35200
H 17.14100 -23.52200 -15.57300
H 15.99400 -21.14700 -16.64100
C 16.82800 -21.86400 -10.18500
O 16.54300 -20.66200 -10.86800
H 17.39800 -21.76800 -9.30700
H 17.35100 -22.51000 -10.83500
H 15.92900 -22.33600 -9.76900
H 15.96800 -20.79100 -11.63500
*
```



# 2
# C13H48AlN22O13

A molecular structure, C13H48AlN22O13 in a non-equilibrium geometry (the ωB97M-V functional and the def2-TZVPD basis, the Open Molecules 2025 dataset).

Values from the calculation:
highest occupied orbital energy: -10.4 eV
energy: -2949.16640 a.u.

Geometry as ORCA input:
```
! wB97M-V def2-TZVPD RIJCOSX def2/J DEFGRID3
* xyz 1 1
Al -0.82013 -0.00880 0.07179
O -1.62061 -1.02785 2.92644
C -0.91455 -0.20752 3.95054
C 0.20765 0.84073 3.69898
O 0.21269 1.47612 2.41297
H -0.62066 -0.82718 4.79773
H -1.62019 0.30427 4.60494
H 1.19731 0.39985 3.81854
H 0.07652 1.60507 4.46494
C 3.81110 0.32688 -4.50103
O 3.23283 1.27792 -4.96810
N 3.41354 -0.18169 -3.40547
N 4.84344 -0.33308 -4.95070
H 3.89251 -0.96724 -2.98882
H 2.78246 0.38139 -2.85340
H 5.32655 0.23927 -5.62828
H 5.24648 -1.12218 -4.46595
C -4.74088 -0.04269 1.27607
O -3.88855 0.49897 0.57999
N -6.04596 0.23188 1.15923
N -4.48891 -0.82043 2.23229
H -6.77808 0.03606 1.82688
H -6.33428 0.80544 0.37948
H -3.57218 -0.82576 2.65619
H -5.24659 -1.20460 2.77859
C 1.88378 2.58191 -1.95421
O 1.00909 1.75579 -1.68902
N 3.11371 2.63912 -1.55252
N 1.67136 3.62794 -2.68204
H 3.22585 1.83797 -0.94780
H 3.72369 3.40044 -1.81409
H 0.72280 3.71032 -3.01898
H 2.45974 4.18186 -2.98492
C -2.77823 3.34308 -0.91356
O -1.83452 2.55672 -0.95982
N -2.66299 4.55229 -1.42588
N -3.87992 3.14226 -0.36306
H -3.38521 5.23686 -1.59864
H -1.76883 4.74946 -1.85216
H -4.57118 3.86831 -0.24014
H -4.03202 2.21928 0.01781
C -2.69549 0.50748 -3.35246
O -2.52831 0.09173 -2.23372
N -3.18525 -0.26972 -4.31667
N -2.40601 1.68426 -3.67356
H -3.64307 -1.13258 -4.05980
H -2.93704 -0.06148 -5.27329
H -2.62093 2.09754 -4.56972
H -2.16092 2.29632 -2.90844
C -2.94591 -3.48214 -0.39487
O -2.65309 -2.28982 -0.42975
N -4.06190 -3.95351 -0.05598
N -2.15473 -4.48349 -0.52806
H -4.84925 -3.32359 -0.11408
H -4.06236 -4.96075 0.01860
H -1.15362 -4.40853 -0.63871
H -2.45730 -5.43113 -0.35332
C 0.19309 -2.49118 -3.11478
O 0.24741 -1.62330 -2.26783
N 1.04157 -3.48294 -3.19410
N -0.77578 -2.62794 -4.05773
H 0.88763 -4.25642 -3.82508
H 1.90208 -3.43288 -2.66767
H -1.41216 -1.84946 -3.96234
H -0.94229 -3.36475 -4.72817
C 0.56156 -3.60052 1.38055
O 0.25733 -2.77880 0.44607
N -0.10438 -3.75161 2.46280
N 1.65458 -4.30011 1.50850
H -0.80097 -3.05105 2.67271
H 0.22728 -4.45198 3.11056
H 1.80211 -5.09180 2.11806
H 2.34888 -4.10394 0.80170
C 3.26562 0.26496 0.69525
O 2.28455 -0.35621 0.22621
N 3.17114 1.16481 1.63594
N 4.44192 0.06250 0.17877
H 4.00607 1.51568 2.08301
H 2.29366 1.42138 2.06524
H 5.22858 0.53773 0.59761
H 4.48902 -0.62129 -0.56306
C 0.40399 5.00329 2.32248
O 0.23205 6.16951 2.62800
N 1.51225 4.43373 2.05749
N -0.66498 4.24302 2.16546
H 1.43101 3.42701 2.05445
H 2.34387 4.95195 1.81262
H -1.55148 4.72526 2.12468
H -0.53247 3.24486 2.08663
C 3.16957 -1.98780 4.70855
O 2.90826 -2.97583 5.39932
N 3.05785 -1.93458 3.43789
N 3.90115 -1.03261 5.27744
H 2.64521 -1.03812 3.22295
H 2.67897 -2.75115 2.97989
H 4.01065 -0.09816 4.91011
H 4.25249 -1.25026 6.19901
*
```



# 3
# C13H48BF4O11Ti2

A molecular structure, C13H48BF4O11Ti2 in a non-equilibrium geometry (the ωB97M-V functional and the def2-TZVPD basis, the Open Molecules 2025 dataset).

Values from the calculation:
highest occupied orbital energy (spin up / spin down): -9.2 / -12.0 eV
energy: -3474.68079 a.u.

Geometry as ORCA input:
```
! wB97M-V def2-TZVPD RIJCOSX def2/J DEFGRID3
* xyz 1 7
Ti -0.70163 2.39942 -0.81268
Ti -0.57803 0.28750 -4.04120
B 0.06630 0.00803 -0.24487
F 0.46855 -1.25278 0.15162
F 0.55368 1.01583 0.61438
F 0.47073 0.28481 -1.57254
F -1.34222 0.13516 -0.19461
C -2.89845 -1.50639 -2.84528
O -2.31423 -1.19145 -4.13445
H -2.45464 -2.43232 -2.47752
H -2.72152 -0.74928 -2.08157
H -3.97234 -1.67246 -2.89753
H -3.01886 -1.21325 -4.78909
C -2.20826 3.05762 1.87332
O -1.26536 3.90397 1.18411
H -2.02603 3.03371 2.95104
H -3.23563 3.40166 1.75093
H -2.08537 2.02704 1.53739
H -1.06866 4.63757 1.77183
C -2.91840 -2.88136 0.39953
O -4.28437 -2.97934 -0.02582
H -2.27562 -3.40653 -0.30531
H -2.65307 -1.82448 0.44085
H -2.84886 -3.36452 1.37390
H -4.86416 -2.90771 0.73563
C 2.05105 2.39718 -3.47509
O 0.96238 2.23448 -4.40917
H 2.64904 3.28570 -3.65554
H 1.60900 2.39842 -2.48078
H 2.69712 1.51473 -3.51388
H 1.34250 2.19389 -5.29395
C 1.85932 1.19692 3.62963
O 2.08277 2.00472 4.79068
H 1.56959 0.19220 3.93997
H 1.03882 1.62322 3.04320
H 2.75311 1.23153 3.01268
H 1.22834 2.29724 5.11595
C -4.63185 0.53560 0.20700
O -5.07665 1.89398 0.13900
H -5.27997 -0.02983 0.86750
H -4.71086 0.08416 -0.78931
H -3.58949 0.51202 0.52181
H -4.38986 2.33850 -0.36612
C 3.60417 0.05529 -0.66941
O 3.44558 -0.57188 0.57710
H 4.65831 0.29657 -0.78714
H 3.24667 -0.54469 -1.51598
H 3.07497 1.01999 -0.71598
H 2.51700 -0.77019 0.73267
C 1.14309 -2.02891 -3.38136
O 1.35953 -0.92261 -4.29371
H 1.73259 -1.85970 -2.48065
H 0.10065 -2.10144 -3.07530
H 1.47313 -2.95552 -3.84798
H 2.30155 -0.86684 -4.47995
C 0.77932 -4.72620 -0.36106
O -0.32652 -5.51885 -0.72187
H 1.66781 -5.27388 -0.02820
H 1.14471 -4.12451 -1.20975
H 0.52035 -4.00896 0.41492
H -0.11109 -5.97339 -1.54023
C 3.92556 3.85578 1.06604
C 2.61669 3.85587 0.32695
O 2.78849 4.39215 -0.99509
H 3.75935 3.71200 2.13108
H 4.45192 4.79884 0.90435
H 4.59338 3.09465 0.66007
H 1.84360 4.41019 0.87435
H 2.24125 2.82474 0.24471
H 1.94883 4.29241 -1.45167
C -0.61683 -2.35011 4.75262
C -0.32150 -2.24292 3.27340
O -0.89080 -1.03050 2.79744
H -1.67545 -2.20388 4.96424
H -0.03315 -1.61822 5.31262
H -0.34091 -3.33350 5.13813
H -0.73969 -3.10650 2.74009
H 0.76470 -2.27163 3.12068
H -0.63513 -0.91878 1.87830
*
```



# 4
# C13H48N14O14

11 unconnected molecules or ions with the total composition C13H48N14O14 in a non-equilibrium geometry (the ωB97M-V functional and the def2-TZVPD basis, the Open Molecules 2025 dataset).

Values from the calculation:
highest occupied orbital energy: -8.9 eV
SMILES string: NC(N)=O.NC(N)=O.NC(N)=O.NC(N)=O.NC(N)=O.NC(N)=O.NC(N)=O.OCCO.OCCO.OCCO.O
ΔE to the lowest compared entry with this formula, charge and spin: 122.09 kJ/mol
energy: -2344.30344 a.u.

Geometry as ORCA input:
```
! wB97M-V def2-TZVPD RIJCOSX def2/J DEFGRID3
* xyz 0 1
C 0.27700 4.34372 -0.43420
O -0.45490 4.25929 0.55439
N 0.82981 3.20918 -0.92604
N 0.68998 5.50776 -1.00401
H 0.58298 2.33523 -0.44816
H 1.39026 3.24508 -1.76211
H 0.50187 6.41448 -0.62232
H 1.34746 5.41135 -1.75722
C -3.22931 3.70247 -1.69472
O -2.94982 4.90823 -1.71257
N -3.89047 3.01787 -2.65621
N -3.14148 3.00332 -0.54988
H -4.03517 3.43254 -3.55835
H -4.15305 2.07590 -2.44521
H -3.41018 2.03644 -0.52846
H -2.62053 3.36196 0.23515
C 1.68096 -3.03522 3.67014
O 2.17890 -2.24137 4.46032
N 0.34073 -3.20402 3.45390
N 2.42349 -3.86013 2.86628
H 0.11396 -3.96021 2.84345
H -0.34184 -2.67682 3.96603
H 1.88502 -4.41168 2.23329
H 3.40957 -3.92993 3.02934
C -2.08795 -0.76424 4.69914
O -3.15137 -1.30830 4.96458
N -1.72662 -0.45791 3.42081
N -1.30442 -0.21490 5.66352
H -1.04848 0.24716 3.13852
H -2.36712 -0.73393 2.69651
H -1.65407 -0.21259 6.60552
H -0.30514 -0.20462 5.56214
C 2.84553 -3.30076 -3.91532
O 2.76078 -2.10813 -4.20786
N 3.16119 -4.27643 -4.80124
N 2.72937 -3.79229 -2.65953
H 3.14460 -5.23994 -4.53189
H 3.18511 -4.04748 -5.77959
H 2.92122 -4.75292 -2.44682
H 2.57485 -3.22773 -1.83923
C 3.42783 -0.95981 -0.11963
O 2.69442 -1.96598 -0.09311
N 4.67647 -1.08591 0.42284
N 3.22342 0.20398 -0.75082
H 4.84414 -1.89712 0.98877
H 5.32670 -0.32323 0.39787
H 4.02214 0.80403 -0.66410
H 2.27910 0.54033 -0.85120
C -0.79340 2.94424 -4.62845
O -0.78653 2.67510 -5.82466
N -0.39480 2.07442 -3.66105
N -1.01188 4.19136 -4.13287
H -0.28759 2.37472 -2.70981
H -0.23950 1.07120 -3.79185
H -0.98904 4.34923 -3.14122
H -1.36575 4.90716 -4.74052
C -4.08197 -4.38222 0.03651
C -3.48500 -3.68022 -1.17522
O -4.24289 -2.47328 -1.37017
O -3.67047 -3.68473 1.20085
H -3.65306 -5.38566 0.12413
H -5.16034 -4.56407 0.01039
H -3.52476 -4.28084 -2.08886
H -2.45195 -3.34941 -1.08735
H -5.15029 -2.66931 -1.61786
H -3.81797 -2.75529 0.98163
C -0.68112 0.31099 0.23860
C -0.59594 -1.18621 0.19784
O 0.03119 -1.56806 -1.02375
O 0.62380 0.85029 0.35673
H -1.27647 0.69012 1.07240
H -1.06349 0.64722 -0.72957
H -1.54774 -1.70322 0.34107
H -0.02763 -1.48134 1.08804
H 0.98981 -1.63819 -0.81945
H 0.75810 1.07691 1.28379
C 0.98075 2.74076 3.43850
C 2.26099 2.92362 2.61206
O 3.36488 2.89825 3.53393
O 0.45675 1.39132 3.45636
H 0.24852 3.35089 2.90214
H 1.10048 3.11411 4.45296
H 2.33447 3.84577 2.04242
H 2.33223 2.08232 1.91422
H 3.31938 2.10011 4.06753
H 0.84275 1.00936 4.25031
O 0.15036 -0.60608 -3.57018
H 1.05506 -0.90079 -3.75872
H -0.14685 -1.17729 -2.84352
*
```



# 5
# C13H50N14O12

12 unconnected molecules or ions with the total composition C13H50N14O12 in a non-equilibrium geometry (the ωB97M-V functional and the def2-TZVPD basis, the Open Molecules 2025 dataset).

Values from the calculation:
highest occupied orbital energy: -8.3 eV
SMILES string: NC(N)=O.NC(N)=O.NC(N)=O.NC(N)=O.NC(N)=O.NC(N)=O.NC(N)=O.CCO.CO.CO.CO.CO
ΔE to the lowest compared entry with this formula, charge and spin: 1125.09 kJ/mol
energy: -2194.61683 a.u.

Geometry as ORCA input:
```
! wB97M-V def2-TZVPD RIJCOSX def2/J DEFGRID3
* xyz 0 1
C 6.21900 -5.20200 23.33900
C 7.24300 -5.44700 24.44200
O 7.18600 -4.34100 25.29400
H 5.94500 -6.16800 22.81900
H 6.68300 -4.49300 22.59800
H 5.31800 -4.78100 23.76200
H 8.24400 -5.71200 24.05500
H 7.01500 -6.37300 24.96500
H 8.06600 -4.27300 25.69000
C 9.03400 -5.59300 20.67800
O 9.07700 -5.04000 21.92700
N 7.93900 -5.83800 20.02000
N 10.03500 -5.95900 19.94800
H 7.01500 -5.86200 20.40000
H 7.87400 -6.39400 19.16200
H 10.94700 -5.46700 20.29500
H 10.06800 -6.28700 18.97500
C 11.10500 -8.52800 22.05400
O 11.55100 -9.78300 22.37100
N 11.31000 -7.42800 22.72700
N 10.46100 -8.28100 21.00100
H 12.00400 -7.58700 23.49100
H 10.74100 -6.62900 22.71400
H 10.06300 -9.06500 20.31700
H 10.21000 -7.29500 20.62700
C 11.68700 -12.99100 23.08800
O 11.33800 -12.29800 24.22000
N 11.99100 -14.27200 22.98000
N 11.80800 -12.39600 21.88500
H 11.94300 -14.75700 23.91200
H 11.92200 -14.84400 22.05400
H 11.78000 -11.37100 21.81800
H 12.38500 -12.89100 21.18800
C 10.37600 -10.19100 18.38000
O 11.40400 -11.12000 18.26000
N 10.12900 -9.27100 17.47700
N 9.50700 -10.19700 19.36500
H 10.72500 -9.11200 16.63700
H 9.14700 -8.99600 17.41800
H 9.53600 -11.02100 20.04200
H 8.54900 -10.16400 19.12600
C 14.23900 -9.39200 24.20800
O 13.63700 -8.21700 23.76600
N 13.59100 -10.50000 24.27400
N 15.44300 -9.59300 24.49600
H 12.59900 -10.57400 24.02800
H 14.05700 -11.40300 24.46100
H 16.16300 -8.89000 24.39300
H 15.87100 -10.49000 24.70700
C 15.75300 -5.39800 22.53300
O 16.37300 -4.53700 21.57300
N 14.77000 -6.18600 22.30000
N 16.16600 -5.50000 23.77200
H 14.24100 -5.87400 21.48600
H 14.52400 -6.93700 22.83500
H 16.91700 -4.84500 24.02700
H 15.59700 -5.87300 24.58800
C 13.06000 -4.66800 20.26800
O 13.32400 -3.35200 19.92300
N 12.16900 -4.96600 21.20500
N 13.65700 -5.67400 19.70200
H 11.72900 -4.07600 21.58400
H 12.08400 -5.87600 21.69500
H 14.49500 -5.35200 19.23200
H 13.36900 -6.67700 19.63800
C 7.37500 -8.38200 22.15400
O 6.15200 -8.68200 22.81100
H 7.85200 -7.58100 22.73700
H 7.16300 -7.83100 21.28500
H 8.11300 -9.21500 21.94400
H 6.31300 -9.38100 23.40200
C 13.66100 -9.47800 20.00900
O 12.78900 -8.38600 19.59300
H 14.42700 -9.07300 20.71700
H 14.36200 -9.88600 19.28100
H 13.13100 -10.21500 20.54100
H 12.01100 -8.40800 20.23600
C 12.24700 -4.93100 24.50100
O 12.32200 -5.59900 25.69600
H 12.38400 -3.82000 24.56200
H 11.19500 -5.02400 24.14600
H 12.82800 -5.37100 23.68200
H 11.49900 -5.65000 26.20500
C 9.63300 -9.30500 24.73800
O 9.75800 -7.86300 24.91900
H 9.15100 -9.67700 25.62500
H 10.56100 -9.81000 24.80400
H 9.04100 -9.45200 23.82500
H 9.81200 -7.43700 24.13400
*
```